(1)
Here is one molecule with the formula C19H18ClN5O5 at a distorted geometry from the OMol25 dataset. Energies are from ωB97M-V/def2-TZVPD.

Last columns: bonded neighbours and bond lengths (Å).
Positions of all 48 atoms, in Å:
1 C 0.4530 -2.3364 -1.8822  C2 1.515, H31 1.085, H32 1.089, H33 1.086
2 C -0.6925 -2.8278 -1.0209  C1 1.515, O3 1.210, N4 1.367
3 O -0.8962 -4.0030 -0.8166  C2 1.210
4 N -1.4603 -1.8030 -0.5428  C2 1.367, C5 1.398, H34 1.010
5 C -2.6529 -1.8694 0.1828  N4 1.398, C6 1.393, C10 1.405
6 C -3.2844 -3.0829 0.4455  C5 1.393, C7 1.382, H35 1.077
7 C -4.4856 -3.1247 1.1267  C6 1.382, C8 1.383, H36 1.079
8 C -5.0808 -1.9554 1.5647  C7 1.383, C9 1.382, H37 1.079
9 C -4.4609 -0.7437 1.3244  C8 1.382, C10 1.388, H38 1.078
10 C -3.2554 -0.6848 0.6390  C5 1.405, C9 1.388, N11 1.419
11 N -2.6431 0.5779 0.4262  C10 1.419, C12 1.353, H39 1.013
12 C -3.3287 1.6983 0.1015  N11 1.353, O13 1.207, C14 1.546
13 O -4.4964 1.7309 -0.2026  C12 1.207
14 C -2.5047 3.0040 0.1765  C12 1.546, C15 1.485, H40 1.090, H41 1.092
15 C -1.0733 2.8101 -0.1679  C14 1.485, C16 1.494, N17 1.275
16 C -0.7378 2.5657 -1.6032  C15 1.494, H42 1.087, H43 1.090, H44 1.091
17 N -0.2572 2.8420 0.8117  C15 1.275, N18 1.382
18 N 1.0561 2.4539 0.6294  N17 1.382, C19 1.354, H45 1.011
19 C 1.3604 1.2021 0.2140  N18 1.354, O20 1.225, C21 1.489
20 O 0.5025 0.4225 -0.1810  C19 1.225
21 C 2.8026 0.8361 0.2729  C19 1.489, C22 1.395, C30 1.389
22 C 3.8220 1.7791 0.1357  C21 1.395, C23 1.378, H46 1.079
23 C 5.1348 1.3629 0.1650  C22 1.378, C24 1.393, H47 1.080
24 C 5.4531 0.0157 0.3189  C23 1.393, N25 1.449, C28 1.398
25 N 6.8603 -0.3274 0.3305  C24 1.449, O26 1.206, O27 1.211
26 O 7.1832 -1.4396 -0.0075  N25 1.206
27 O 7.6247 0.5491 0.6698  N25 1.211
28 C 4.4389 -0.9376 0.4509  C24 1.398, Cl29 1.714, C30 1.390
29 Cl 4.7590 -2.6054 0.6821  C28 1.714
30 C 3.1171 -0.5076 0.4266  C21 1.389, C28 1.390, H48 1.079
31 H 0.8652 -1.4057 -1.5053  C1 1.085
32 H 0.0801 -2.1726 -2.8922  C1 1.089
33 H 1.2243 -3.1002 -1.9237  C1 1.086
34 H -1.1035 -0.8740 -0.7155  N4 1.010
35 H -2.8231 -3.9927 0.1013  C6 1.077
36 H -4.9567 -4.0781 1.3109  C7 1.079
37 H -6.0193 -1.9815 2.0964  C8 1.079
38 H -4.9143 0.1741 1.6621  C9 1.078
39 H -1.6447 0.6420 0.5847  N11 1.013
40 H -2.9872 3.7170 -0.4920  C14 1.090
41 H -2.5908 3.3647 1.2040  C14 1.092
42 H -1.4554 3.0661 -2.2476  C16 1.087
43 H 0.2685 2.9191 -1.8274  C16 1.090
44 H -0.7658 1.4981 -1.8245  C16 1.091
45 H 1.7016 2.9594 1.2211  N18 1.011
46 H 3.5965 2.8227 -0.0190  C22 1.079
47 H 5.9459 2.0687 0.0640  C23 1.080
48 H 2.3213 -1.2285 0.5326  C30 1.079

Values from the calculation:
Energy ... -1844.9521 hartree
Relative energy (zero: lowest compared OMol25 entry of this formula, charge and spin) ... 0.0 kcal/mol
HOMO energy ... -8.3 eV
Structure (SMILES) ... CC(=O)Nc1ccccc1NC(=O)C/C(C)=N/NC(=O)c1ccc([N+](=O)[O-])c(Cl)c1
Gap between HOMO and LUMO ... 0.25447 Ha
LUMO level ... -1.360 eV

(2)
Here is one molecule with the formula C3H4N2O2 from the OMol25 dataset. Energies are from ωB97M-V/def2-TZVPD.

Last columns: bonded neighbours and bond lengths (Å).
Positions of all 11 atoms, in Å:
1 O -2.0391 -0.4100 1.2651  C2 1.350, H8 0.967
2 C -0.9705 -0.1530 0.4817  O1 1.350, C3 1.362, N7 1.373
3 C -0.8874 0.7659 -0.5208  C2 1.362, N4 1.395, H9 1.069
4 N 0.3859 0.5819 -1.0592  C3 1.395, C5 1.330, H10 1.008
5 C 0.9781 -0.3167 -0.2775  N4 1.330, O6 1.338, N7 1.310
6 O 2.3105 -0.4248 -0.3213  C5 1.338, H11 0.963
7 N 0.2056 -0.8425 0.6408  C2 1.373, C5 1.310
8 H -1.7655 -1.0991 1.8854  O1 0.967
9 H -1.5752 1.4682 -0.9396  C3 1.069
10 H 0.8897 1.1238 -1.7439  N4 1.008
11 H 2.4678 -0.6937 0.5895  O6 0.963

Values from the calculation:
Energy ... -376.7109 hartree
Relative energy (zero: lowest compared OMol25 entry of this formula, charge and spin) ... 33.2 kcal/mol
HOMO energy ... -8.0 eV
Structure (SMILES) ... Oc1c[nH]c(O)n1
Gap between HOMO and LUMO ... 0.32128 Ha
LUMO level ... 0.773 eV

(3)
Here is one molecule with the formula C12H19N5O3 at a distorted geometry from the OMol25 dataset. Energies are from ωB97M-V/def2-TZVPD.

Last columns: bonded neighbours and bond lengths (Å).
Positions of all 39 atoms, in Å:
1 C 1.9291 3.1041 -2.5916  N2 1.477, H21 1.118, H22 1.084, H23 1.164
2 N 0.9965 2.0512 -2.1416  C1 1.477, C3 1.341, H24 1.040
3 C 1.3274 0.7764 -1.8882  N2 1.341, O4 1.244, C5 1.520
4 O 2.5421 0.5549 -1.7340  C3 1.244
5 C 0.2621 -0.2645 -1.5843  C3 1.520, C6 1.539, N12 1.497, H25 1.061
6 C 0.4939 -1.6638 -2.1817  C5 1.539, C7 1.494, H26 1.142, H27 1.160
7 C -0.6159 -2.6414 -2.3913  C6 1.494, C8 1.363, N11 1.405
8 C -0.3108 -3.8944 -2.8322  C7 1.363, N9 1.362, H28 1.089
9 N -1.4711 -4.5356 -3.1454  C8 1.362, C10 1.339, H29 1.009
10 C -2.4071 -3.5959 -2.9652  N9 1.339, N11 1.344, H30 1.134
11 N -1.9936 -2.3977 -2.5184  C7 1.405, C10 1.344
12 N 0.2122 -0.2549 -0.0878  C5 1.497, C13 1.296, H31 1.068
13 C -0.3736 0.5571 0.7352  N12 1.296, O14 1.268, C15 1.592
14 O -1.1326 1.4231 0.2032  C13 1.268
15 C 0.0290 0.4132 2.2686  C13 1.592, C16 1.534, N17 1.505, H32 1.144
16 C 1.5144 0.6626 2.5586  C15 1.534, H33 1.024, H34 1.091, H35 1.054
17 N -0.8492 1.2853 3.1246  C15 1.505, C18 1.325, H36 1.030
18 C -1.2207 1.0785 4.3795  N17 1.325, C19 1.490, O20 1.216
19 C -1.7089 2.2751 5.1214  C18 1.490, H37 1.144, H38 1.078, H39 1.085
20 O -1.0912 0.0008 4.9268  C18 1.216
21 H 2.2671 2.8092 -3.6154  C1 1.118
22 H 1.4702 4.0809 -2.6901  C1 1.084
23 H 2.8490 3.1271 -1.8794  C1 1.164
24 H -0.0134 2.2387 -2.3018  N2 1.040
25 H -0.5532 0.0625 -2.1790  C5 1.061
26 H 1.3397 -1.7605 -2.9430  C6 1.142
27 H 1.0669 -2.2182 -1.3396  C6 1.160
28 H 0.6530 -4.3696 -3.0083  C8 1.089
29 H -1.5473 -5.4045 -3.6535  N9 1.009
30 H -3.5025 -3.8334 -3.1365  C10 1.134
31 H 0.9444 -0.8945 0.3556  N12 1.068
32 H -0.1195 -0.6848 2.5547  C15 1.144
33 H 2.2087 0.2457 1.9312  C16 1.024
34 H 1.6597 1.7430 2.5208  C16 1.091
35 H 1.7065 0.1668 3.4684  C16 1.054
36 H -1.1462 2.2186 2.8055  N17 1.030
37 H -2.8525 2.3050 5.1372  C19 1.144
38 H -1.2690 2.0855 6.0876  C19 1.078
39 H -1.2939 3.1487 4.6291  C19 1.085

Values from the calculation:
Energy ... -968.1369 hartree
Relative energy (zero: lowest compared OMol25 entry of this formula, charge and spin) ... 55.4 kcal/mol
HOMO energy ... -8.8 eV
Structure (SMILES) ... CNC(=O)[C@@H](Cc1c[nH]cn1)NC(=O)[C@@H](C)NC(C)=O
Gap between HOMO and LUMO ... 0.34457 Ha
LUMO level ... 0.611 eV

(4)
Here is one molecule with the formula CH5NO2S2 at a distorted geometry from the OMol25 dataset. Energies are from ωB97M-V/def2-TZVPD.

Last columns: bonded neighbours and bond lengths (Å).
Positions of all 11 atoms, in Å:
1 C 0.8060 1.5519 -0.4144  S2 1.789, H7 1.137, H8 1.114, H9 1.137
2 S 1.9608 0.2338 -0.0535  C1 1.789, O3 1.415, O4 1.434, S5 2.254
3 O 3.2409 0.5519 -0.5661  S2 1.415
4 O 1.8120 0.1111 1.3676  S2 1.434
5 S 1.0623 -1.7041 -0.7719  S2 2.254, N6 1.701
6 N 0.3526 -2.0267 0.7400  S5 1.701, H10 1.015, H11 0.990
7 H 0.6001 2.3065 0.4110  C1 1.137
8 H 0.8975 1.8845 -1.4738  C1 1.114
9 H -0.1069 0.9095 -0.1957  C1 1.137
10 H -0.5664 -2.4227 0.5708  N6 1.015
11 H 0.7772 -2.3829 1.5609  N6 0.990

Values from the calculation:
Energy ... -1042.6416 hartree
Relative energy (zero: lowest compared OMol25 entry of this formula, charge and spin) ... 60.2 kcal/mol
HOMO energy ... -9.3 eV
Structure (SMILES) ... CS(=O)(=O)SN
Gap between HOMO and LUMO ... 0.34428 Ha
LUMO level ... 0.042 eV

(5)
Here is one molecule with the formula C6H7NO at a distorted geometry from the OMol25 dataset. Energies are from ωB97M-V/def2-TZVPD.

Last columns: bonded neighbours and bond lengths (Å).
Positions of all 15 atoms, in Å:
1 C 1.6263 0.0462 0.0750  C2 1.522, N7 1.368, O8 1.209
2 C 1.1107 -1.3765 -0.0914  C1 1.522, C3 1.578, H9 1.092, H10 1.132
3 C -0.4558 -1.1998 -0.1547  C2 1.578, C6 1.457, H11 1.138, H12 1.126
4 C -1.5523 1.4536 -0.2408  C5 1.471, C6 1.525, H13 1.163, H14 1.154
5 C -0.3930 1.4814 0.6649  C4 1.471, C6 1.489, N7 1.568, H15 1.080
6 C -0.6241 0.2478 -0.1367  C3 1.457, C4 1.525, C5 1.489, N7 1.449
7 N 0.6498 0.9035 -0.3542  C1 1.368, C5 1.568, C6 1.449
8 O 2.7338 0.3979 0.4101  C1 1.209
9 H 1.3305 -1.8422 -1.0540  C2 1.092
10 H 1.6341 -2.0287 0.6721  C2 1.132
11 H -0.8599 -1.6662 -1.1109  C3 1.138
12 H -1.1022 -1.6527 0.6480  C3 1.126
13 H -2.6669 1.4957 0.0878  C4 1.163
14 H -1.2597 2.1290 -1.1291  C4 1.154
15 H -0.1712 1.6109 1.7138  C5 1.080

Values from the calculation:
Energy ... -362.5419 hartree
Relative energy (zero: lowest compared OMol25 entry of this formula, charge and spin) ... 56.4 kcal/mol
HOMO energy (alpha / beta) ... -4.6 / -8.9 eV
Gap between HOMO and LUMO (alpha / beta) ... 0.19467 / 0.24266 Ha
Multiplicity ... 3
LUMO level (alpha / beta) ... 0.715 / -2.341 eV

(6)
Here is a 8-piece molecular cluster, C16H35Cl4N3O15 overall at a distorted geometry from the OMol25 dataset. Energies are from ωB97M-V/def2-TZVPD.

Last columns: bonded neighbours and bond lengths (Å).
Positions of all 73 atoms, in Å:
1 C -7.3344 -2.6971 5.2829  N2 1.451, H5 1.090, H6 1.090, H7 1.090
2 N -7.3315 -1.4295 4.5775  C1 1.451, O3 1.214, O4 1.215
3 O -8.2901 -0.6938 4.6997  N2 1.214
4 O -6.3609 -1.0838 3.9330  N2 1.215
5 H -7.5549 -3.4716 4.5482  C1 1.090
6 H -8.0678 -2.6811 6.0891  C1 1.090
7 H -6.3098 -2.7365 5.6528  C1 1.090
8 C 6.6642 1.5252 -1.2385  N9 1.438, H12 1.090, H13 1.090, H14 1.090
9 N 5.5896 2.2370 -0.6000  C8 1.438, O10 1.225, O11 1.231
10 O 4.4648 2.2569 -1.0846  N9 1.225
11 O 5.8475 2.7757 0.4764  N9 1.231
12 H 6.8462 2.0516 -2.1755  C8 1.090
13 H 6.2399 0.5629 -1.5248  C8 1.090
14 H 7.6254 1.5381 -0.7246  C8 1.090
15 C -6.6498 4.2412 1.0209  N16 1.451, H19 1.090, H20 1.090, H21 1.090
16 N -7.3142 5.1723 0.1279  C15 1.451, O17 1.220, O18 1.207
17 O -6.5687 5.7720 -0.6288  N16 1.220
18 O -8.5143 5.2712 0.2136  N16 1.207
19 H -5.8555 3.8114 0.4105  C15 1.090
20 H -7.2687 3.4067 1.3505  C15 1.090
21 H -6.2183 4.7782 1.8656  C15 1.090
22 C 2.0526 0.5161 -6.1879  O23 1.428, H28 1.090, H29 1.090, H30 1.090
23 O 2.8045 0.0778 -7.3195  C22 1.428, C24 1.312
24 C 3.5318 -1.0128 -7.3775  O23 1.312, O25 1.274, O26 1.277
25 O 3.8289 -1.7646 -6.3925  C24 1.274
26 O 3.9077 -1.2458 -8.5756  C24 1.277, C27 1.411
27 C 4.7281 -2.3502 -8.8901  O26 1.411, H31 1.090, H32 1.090, H33 1.090
28 H 1.2656 -0.1798 -5.8974  C22 1.090
29 H 1.7744 1.5691 -6.2305  C22 1.090
30 H 2.5793 0.4631 -5.2350  C22 1.090
31 H 5.1890 -2.8463 -8.0359  C27 1.090
32 H 5.6240 -2.0942 -9.4557  C27 1.090
33 H 4.0814 -3.0255 -9.4504  C27 1.090
34 C 1.8681 -6.5327 -0.9629  O35 1.403, H40 1.090, H41 1.090, H42 1.090
35 O 2.1576 -7.3969 -2.0289  C34 1.403, C36 1.307
36 C 3.3430 -7.9399 -2.1132  O35 1.307, O37 1.250, O38 1.357
37 O 4.1638 -8.1494 -1.1934  C36 1.250
38 O 3.5398 -8.2978 -3.4078  C36 1.357, C39 1.493
39 C 2.4835 -8.4889 -4.4454  O38 1.493, H43 1.090, H44 1.090, H45 1.090
40 H 0.8237 -6.2216 -0.9864  C34 1.090
41 H 2.4905 -5.6719 -1.2070  C34 1.090
42 H 2.1598 -6.8701 0.0317  C34 1.090
43 H 2.2077 -7.5983 -5.0101  C39 1.090
44 H 1.6712 -9.1710 -4.1941  C39 1.090
45 H 2.9386 -9.1010 -5.2241  C39 1.090
46 C 0.3438 7.0520 0.8224  O47 1.425, H52 1.090, H53 1.090, H54 1.090
47 O -0.5651 8.0993 0.4932  C46 1.425, C48 1.363
48 C -1.7941 8.2810 1.0528  O47 1.363, O49 1.213, O50 1.375
49 O -2.2102 7.6096 1.9738  C48 1.213
50 O -2.5195 9.2969 0.4763  C48 1.375, C51 1.407
51 C -2.1197 9.9164 -0.7218  O50 1.407, H55 1.090, H56 1.090, H57 1.090
52 H -0.0385 6.3694 1.5813  C46 1.090
53 H 1.2459 7.5194 1.2172  C46 1.090
54 H 0.5497 6.5968 -0.1464  C46 1.090
55 H -2.1583 9.3239 -1.6359  C51 1.090
56 H -1.1634 10.3942 -0.5091  C51 1.090
57 H -2.8706 10.6843 -0.9078  C51 1.090
58 Cl -0.6273 -1.1904 2.3612  C59 1.726
59 C -0.6436 -0.4520 0.8016  Cl58 1.726, C60 1.547, H62 1.090, H63 1.090
60 C -1.3985 0.8984 0.8215  C59 1.547, Cl61 1.828, H64 1.090, H65 1.090
61 Cl -1.7468 1.5326 -0.8569  C60 1.828
62 H -1.1487 -1.1973 0.1872  C59 1.090
63 H 0.3710 -0.2765 0.4438  C59 1.090
64 H -0.8527 1.7181 1.2887  C60 1.090
65 H -2.3456 0.7632 1.3439  C60 1.090
66 Cl 1.6134 -4.2721 11.6472  C67 1.854
67 C 0.4380 -3.6851 10.3386  Cl66 1.854, C68 1.514, H70 1.090, H71 1.090
68 C 1.1390 -3.5959 8.9999  C67 1.514, Cl69 1.778, H72 1.090, H73 1.090
69 Cl 1.5006 -5.1968 8.3151  C68 1.778
70 H -0.0949 -2.8160 10.7242  C67 1.090
71 H -0.2924 -4.4767 10.1712  C67 1.090
72 H 2.0675 -3.0260 8.9648  C68 1.090
73 H 0.4673 -3.1449 8.2695  C68 1.090

Values from the calculation:
Energy ... -3763.8936 hartree
Relative energy (zero: lowest compared OMol25 entry of this formula, charge and spin) ... 64.1 kcal/mol
HOMO energy ... -10.5 eV
Structure (SMILES) ... C[N+](=O)[O-].C[N+](=O)[O-].C[N+](=O)[O-].COC(=O)OC.COC(=O)OC.COC(=O)OC.ClCCCl.ClCCCl
Gap between HOMO and LUMO ... 0.38652 Ha
LUMO level ... -0.031 eV